(1)
36
Properties=species:S:1:pos:R:3:mulliken_charge:R:1 method="wB97M-V/def2-TZVPD" orbital_gap_ev=9.71 lumo_ev=0.245 multiplicity=1 smiles=CCO.CCO.CCO.O.O.O homo_energy_ev=-9.5 relative_energy_kj_mol=143.6 fmax_ha_per_bohr=0.023
O -10.2388 3.3272 5.4518 -0.556
O -12.0586 -0.8230 7.6613 -0.510
O -13.5707 0.7499 3.3135 -0.559
O -9.2968 -1.4735 8.0292 -0.677
O -11.2009 0.5049 5.0483 -0.538
O -9.1142 0.3887 2.7100 -0.627
C -13.5159 3.0515 3.9679 -1.065
C -12.8708 -1.7038 6.8763 -0.292
C -9.2694 4.6779 3.6834 -1.310
C -12.0541 -2.7932 6.1981 -1.045
C -14.3971 1.8946 3.5857 -0.133
C -9.5557 3.2718 4.1929 0.141
H -10.6554 2.4537 5.4638 0.307
H -14.0714 3.9665 4.1879 0.413
H -11.2513 -3.1122 6.8622 0.323
H -15.0314 2.1405 2.7227 0.307
H -12.9586 2.8313 4.8778 0.252
H -12.0473 0.7163 4.6031 0.401
H -8.6208 5.1739 4.4074 0.295
H -10.2442 -1.4714 7.8003 0.361
H -13.6171 -2.1023 7.5708 0.446
H -12.6120 -0.3280 8.2691 0.251
H -12.7931 3.3651 3.2145 0.223
H -8.6106 2.7274 4.2690 0.261
H -11.3590 -0.3502 5.4697 0.124
H -9.2596 -1.0874 8.9091 0.286
H -10.1801 2.6652 3.5339 0.210
H -12.7445 -3.6017 5.9718 0.353
H -15.1144 1.5771 4.3572 0.287
H -13.4804 -1.1776 6.1303 0.260
H -9.4420 0.4664 3.6210 0.318
H -11.6027 -2.4186 5.2794 0.280
H -14.1421 0.0097 3.0898 0.263
H -10.2015 5.2486 3.7030 0.302
H -8.6188 -0.4368 2.6967 0.287
H -8.8352 4.7521 2.6904 0.358

(2)
39
Properties=species:S:1:pos:R:3:mulliken_charge:R:1 method="wB97M-V/def2-TZVPD" orbital_gap_ev=10.44 lumo_ev=0.455 multiplicity=1 smiles=OCCO.OCCO.OCCO.O.O.O homo_energy_ev=-10.0 relative_energy_kj_mol=279.2 fmax_ha_per_bohr=0.088
O -8.2600 22.0870 -10.6510 -0.519
O -3.2570 21.0920 -15.7940 -0.564
O -10.1390 18.8380 -15.7700 -0.397
O -4.1090 23.2350 -14.5510 -0.563
O -7.5800 19.9380 -15.8180 -0.590
O -7.2890 17.2340 -15.9480 -0.634
O -7.7390 20.6760 -13.2890 -0.552
O -7.1680 18.3990 -18.5820 -0.637
O -12.8180 19.4060 -13.6380 -0.529
C -8.1360 22.7440 -11.9250 -0.435
C -11.5740 18.8140 -13.8340 -0.236
C -8.5340 21.8280 -13.0510 -0.283
C -11.4160 19.1090 -15.2990 -0.366
C -3.8610 20.9500 -14.5430 -0.484
C -4.8830 22.0020 -14.5560 0.423
H -5.7240 21.8730 -15.3660 0.014
H -8.7390 23.6570 -11.9840 0.292
H -8.5240 19.9930 -15.8520 0.269
H -7.4160 20.1990 -14.9490 0.442
H -13.4740 18.7170 -13.8690 0.326
H -7.2230 17.1740 -16.8710 0.308
H -5.2510 21.9640 -13.5510 -0.067
H -10.2700 18.3010 -16.5210 0.221
H -7.0520 22.8700 -12.2630 0.208
H -8.5120 22.4460 -13.9700 0.272
H -2.3510 20.7240 -15.7430 0.303
H -9.6000 21.5660 -12.9360 0.342
H -10.8500 19.2330 -13.0770 0.050
H -6.6930 19.2140 -18.3650 0.318
H -6.5820 17.8440 -19.0700 0.300
H -11.4900 20.2280 -15.4930 0.187
H -11.6280 17.7380 -13.6570 0.267
H -12.1160 18.6750 -15.9980 0.453
H -3.4510 23.1420 -15.1620 0.323
H -3.0770 21.0900 -13.7940 0.355
H -8.1190 19.9260 -12.8600 0.246
H -7.1250 18.1920 -15.8580 0.339
H -9.2690 21.9870 -10.5370 0.340
H -4.3580 19.9860 -14.5680 0.257

(3)
39
Properties=species:S:1:pos:R:3:mulliken_charge:R:1 method="wB97M-V/def2-TZVPD" orbital_gap_ev=7.60 lumo_ev=-0.397 multiplicity=1 homo_energy_ev=-8.0 relative_energy_kj_mol=430.4 fmax_ha_per_bohr=0.096
O -3.1470 -5.5119 -1.7999 -0.517
O -0.9547 2.6937 3.3774 -0.522
O 1.6118 0.5835 -2.6017 -0.513
O 1.5656 3.4525 -1.3923 -0.499
O -3.2620 -2.8104 -0.7019 -0.503
O 1.8691 1.9889 2.8721 -0.498
O -0.3210 0.7125 0.2507 -0.270
C 1.4654 2.8227 3.9146 -0.405
C 2.0697 1.8276 -3.1570 -0.304
C -2.1286 -4.5525 -2.1665 -0.306
C -2.6223 -3.0424 -1.9793 -0.450
C 1.2602 3.0869 -2.7500 -0.576
C -0.0194 2.7694 4.3832 -0.415
B 0.2752 -2.8674 1.1000 0.339
H 1.9942 1.7261 -4.2396 0.327
H 0.0113 -0.1800 0.3715 0.304
H 0.8718 -2.3646 1.8452 -0.230
H 1.9000 4.3518 -1.4253 0.298
H -2.7725 -6.3952 -1.8322 0.304
H 0.1733 3.0360 -2.8152 0.272
H -0.7565 -2.8180 1.4120 -0.299
H 0.2479 1.1932 -0.3551 0.364
H -1.7723 -4.6544 -3.1916 0.268
H 1.9590 -0.1513 -3.1129 0.286
H 2.0748 2.6494 4.8016 0.290
H -0.3630 1.1079 1.1245 0.391
H -0.2104 1.9877 5.1185 0.334
H -1.7839 -2.4386 -2.3267 0.182
H -1.8645 2.6903 3.6837 0.306
H -1.3174 -4.7884 -1.4778 0.298
H 1.5698 3.9786 -3.2950 0.427
H 2.6241 2.3473 2.3998 0.310
H -2.4874 -2.7738 -0.1360 0.333
H 1.6818 3.8631 3.6721 0.330
H -3.4345 -2.9444 -2.6995 0.353
H 3.1406 1.9774 -3.0197 0.304
H 0.6535 -3.8779 1.1117 -0.170
H -0.2275 3.7114 4.8906 0.298
H 0.4256 -2.3864 0.1459 -0.440

(4)
38
Properties=species:S:1:pos:R:3:mulliken_charge:R:1 method="wB97M-V/def2-TZVPD" orbital_gap_ev=8.34 lumo_ev=0.346 multiplicity=1 smiles=CCCCNCCS.O.O.O.O.O homo_energy_ev=-8.0 relative_energy_kj_mol=24.6 fmax_ha_per_bohr=0.037
S -2.4766 0.9051 2.9454 -0.235
O -2.2552 -2.0839 -2.2717 -0.557
O -1.5462 -1.7398 1.2972 -0.569
O -1.6753 2.6550 -1.7058 -0.639
O -2.3447 0.2163 -0.7180 -0.481
O 0.1012 -2.8091 -0.6466 -0.648
N 0.9622 -0.1245 1.9536 -0.145
C -0.9234 1.5121 2.2891 0.728
C 1.5964 0.2819 -1.6146 -0.068
C 1.5052 1.0473 -0.2702 0.395
C 3.0193 -0.1138 -1.9874 -1.214
C 0.4037 0.8803 2.8152 -0.854
C 1.9622 0.2506 0.9733 -1.280
H -1.5560 -2.5686 1.7924 0.260
H 3.0817 -0.3528 -3.0507 0.387
H -2.9444 -2.5987 -2.7357 0.278
H 3.2864 -1.0347 -1.4551 0.334
H -2.2295 -0.3380 0.0655 0.206
H -0.8640 2.9433 -2.1243 0.304
H 0.1367 0.3831 3.7462 0.445
H 0.9325 -0.5738 -1.5005 -0.240
H -2.6786 -1.2276 -2.2634 0.272
H 1.1190 1.6779 2.9545 0.333
H -2.8972 0.9434 -0.4764 0.361
H 0.4749 1.3908 -0.1993 -0.247
H 2.1287 1.9311 -0.4176 0.383
H -0.9485 2.5853 2.4645 0.361
H 0.8855 -2.2691 -0.8353 0.298
H -0.1812 -3.1004 -1.5088 0.286
H -0.9789 1.3523 1.2225 -0.808
H -1.3311 -2.0411 0.3854 0.221
H -2.5689 -0.4196 2.8177 0.074
H 1.1151 0.9053 -2.3727 0.349
H 2.7287 0.8657 1.4478 0.200
H -1.6739 1.6764 -1.7501 0.302
H 0.4305 -0.9393 1.7072 0.277
H 3.7709 0.5968 -1.6338 0.308
H 2.4326 -0.6654 0.6608 0.622

(5)
39
Properties=species:S:1:pos:R:3:mulliken_charge:R:1 method="wB97M-V/def2-TZVPD" orbital_gap_ev=10.14 lumo_ev=0.331 multiplicity=1 smiles="CC(C)C[C@@H](N)C=O.O.O.O.O.O.O" homo_energy_ev=-9.8 relative_energy_kj_mol=243.4 fmax_ha_per_bohr=0.037
O 0.4943 -1.5089 -3.7009 -0.682
O -3.1639 1.4734 2.0478 -0.617
O -5.0102 0.3389 -0.4206 -0.629
O 0.5753 0.5228 5.2328 -0.616
O -2.1947 -2.5784 1.2449 -0.779
O -2.9666 -1.3498 -1.1046 -0.703
O 0.7033 1.6894 2.4511 -0.454
N -0.7453 0.2296 0.7046 -0.413
C 3.7692 -0.6397 -0.7826 -1.586
C 1.0575 1.7773 1.3030 -0.183
C 2.6545 0.4069 -1.0272 1.353
C 2.6453 0.7280 -2.5168 -1.584
C 1.3621 -0.0735 -0.3744 -1.416
C 0.4031 0.9738 0.1835 -0.220
H 3.6354 0.9971 -2.8867 0.425
H 4.7370 -0.2798 -1.1208 0.404
H 1.2148 0.5114 4.5172 0.320
H 0.4206 -1.1185 -2.8284 0.379
H -0.6756 -0.0452 1.6766 0.446
H -3.9297 0.9764 2.3324 0.272
H 1.7548 2.6042 1.0709 0.386
H -3.4557 -2.0614 -1.5383 0.312
H 1.6014 -0.7894 0.4205 0.345
H -4.4172 -0.3941 -0.2114 0.386
H 2.0914 1.6339 -2.7955 0.343
H 2.2077 -0.0502 -3.1344 0.409
H 3.7585 -1.0577 0.2187 0.386
H -4.9802 0.3390 -1.3817 0.283
H 0.9504 -0.8068 -1.0812 0.527
H 3.4981 -1.4678 -1.4493 0.324
H -0.0575 1.2093 5.0151 0.320
H 0.0729 1.6602 -0.5958 0.526
H -3.0219 -2.1700 1.5021 0.341
H 0.9480 -2.3515 -3.6325 0.328
H -2.5371 -1.8427 -0.3707 0.408
H -1.4766 -1.9400 1.2930 0.324
H -1.5765 0.8161 0.7192 0.040
H 3.0181 1.3454 -0.5787 -0.007
H -3.3649 2.2922 1.5990 0.300

(6)
39
Properties=species:S:1:pos:R:3:mulliken_charge:R:1 method="wB97M-V/def2-TZVPD" orbital_gap_ev="10.63 / 6.70" lumo_ev="-2.948 / -6.878" total_charge=+1 multiplicity=2 homo_energy_ev="-13.6 / -13.6" relative_energy_kj_mol=87.9 fmax_ha_per_bohr=0.082
O -0.8420 1.9174 1.2134 -0.524
O 3.4920 -0.2088 2.5837 -0.620
O -2.4414 2.4543 -2.5325 -0.496
O -0.4703 -3.6016 1.0650 -0.619
O -2.9987 1.3309 -0.1680 -0.662
O 1.0800 1.2224 3.3772 -0.732
O -0.6099 -1.0230 1.9237 -0.599
N 0.3701 -0.6206 -0.2182 0.488
C 2.3140 0.8185 0.1194 -1.151
C -1.4398 1.7932 -2.5794 0.039
C -0.2902 -1.3106 -1.3065 -0.860
C -0.2283 -0.5343 -2.6791 -0.570
C 1.8053 -0.6067 -0.2514 -0.265
C -1.4945 0.3200 -2.9196 -0.869
H -0.4090 -4.1339 1.8599 0.312
H 3.2796 -1.1413 2.6641 0.305
H -1.3046 -1.4579 -0.9231 0.527
H -0.2077 -1.2905 -3.4597 0.428
H -2.3556 -0.2027 -2.4900 0.377
H -0.8184 2.8558 0.9959 0.274
H -3.5271 2.0394 -0.5300 0.308
H 2.1926 -1.2471 0.5491 0.183
H -0.4853 -1.1052 2.8726 0.359
H 2.7374 0.3297 2.8295 0.304
H -3.0646 0.5298 -0.6777 0.260
H 2.2537 1.4773 -0.7578 0.369
H 1.3019 1.1847 2.4401 0.223
H 0.1498 1.2659 3.2879 0.290
H -1.7747 0.1780 -3.9713 0.421
H 0.6718 0.0648 -2.7933 0.395
H 3.3545 0.8080 0.3955 0.350
H -0.9785 -2.8038 1.1995 0.292
H 2.1825 -0.9387 -1.2110 0.515
H 0.0187 -0.8227 0.7253 0.306
H -1.0954 -0.1891 1.8447 0.248
H 0.0464 -2.3360 -1.5044 0.317
H -1.5427 1.5681 0.6334 0.269
H -0.4295 2.1742 -2.3756 0.385
H 1.5579 1.2423 0.7688 0.421